(1)
21
Properties=species:S:1:pos:R:3:forces:R:3:mulliken_charge:R:1 method="wB97M-V/def2-TZVPD" lumo_ev=0.93 charge=0 homo_energy_ev=-8.28 spin_multiplicity=1 energy_ha=-383.27974
H 2.424558 2.130229 0.211198 -0.421 0.369 0.142 0.25
N 1.649567 1.764709 -0.348571 -0.074 -0.891 0.315 -0.65
C 0.939130 0.939619 0.332156 1.576 0.114 -1.750 0.34
C 1.127493 0.741314 1.815085 -0.109 -0.436 0.202 -1.39
C -0.096905 0.102266 -0.464972 1.241 1.914 1.937 1.82
C -0.217337 0.387905 -1.947231 0.245 -0.233 -0.035 -1.61
C -1.275697 0.137671 0.318784 -0.484 -4.200 -1.314 -0.30
C -2.406178 0.562588 0.804205 -0.523 -0.361 0.633 -1.02
N -0.378207 -1.218336 0.130270 -0.582 4.240 0.496 -0.31
C 0.175283 -2.365782 -0.535336 -1.036 -1.239 -0.166 -0.74
H 2.194175 0.705691 2.053871 -0.099 0.271 -0.068 0.47
H 0.649318 1.562759 2.354312 0.164 0.018 -0.027 0.26
H 0.703284 -0.184909 2.202205 -0.155 0.004 -0.258 0.33
H -1.109127 -0.081546 -2.370021 0.050 -0.042 0.188 0.44
H 0.661387 -0.008445 -2.460982 -0.035 0.169 -0.057 0.35
H -0.267013 1.464864 -2.126477 0.114 -0.201 0.096 0.41
H -3.154314 -0.140423 1.162633 0.215 0.153 0.118 0.26
H -2.604325 1.620616 0.944455 0.096 -0.058 -0.340 0.27
H 1.013571 -2.783779 0.038230 -0.027 0.329 0.060 0.24
H -0.570117 -3.168032 -0.563705 0.109 -0.017 -0.268 0.27
H 0.541455 -2.168978 -1.550110 -0.262 0.095 0.096 0.28

(2)
21
Properties=species:S:1:pos:R:3:forces:R:3:mulliken_charge:R:1 method="wB97M-V/def2-TZVPD" lumo_ev=0.42 charge=0 homo_energy_ev=-7.32 spin_multiplicity=1 energy_ha=-383.34477
C 0.444887 -0.316142 0.118925 -1.809 0.785 0.574 2.07
C 0.972472 0.321532 1.394021 -0.057 0.038 -0.302 -1.94
C 0.990976 1.870472 -1.289912 0.625 -0.186 -0.567 -1.31
C -1.882887 -0.956912 1.251129 -0.034 -0.078 -0.123 -1.37
C 0.319399 0.561583 -1.103061 1.661 -0.226 -3.671 0.27
C -1.075706 -0.521749 0.079417 -1.441 -1.222 -0.484 0.26
N 1.144909 -1.583174 -0.109134 0.010 0.222 -0.153 -0.65
C -1.471320 -0.345187 -1.219186 -0.900 -2.185 2.989 -0.89
N -0.460840 0.065170 -2.069140 1.711 3.072 1.111 -0.74
H 0.787046 -2.024526 -0.950473 0.018 0.026 0.039 0.32
H 2.136127 -1.409910 -0.250004 -0.033 -0.050 0.010 0.27
H -2.479571 -0.445422 -1.603237 0.030 -0.074 0.029 0.47
H 2.030527 0.567439 1.295398 0.083 0.041 0.017 0.46
H 0.867892 -0.383254 2.216887 -0.036 -0.005 0.006 0.36
H 0.426859 1.230931 1.638529 -0.023 0.057 0.027 0.41
H 2.028364 1.674785 -1.582031 0.171 0.217 0.181 0.31
H 0.523887 2.425451 -2.101788 -0.020 -0.132 0.033 0.40
H 0.985651 2.481717 -0.389736 0.062 -0.158 0.138 0.32
H -2.897796 -1.207737 0.941130 -0.022 -0.030 0.048 0.38
H -1.950857 -0.169250 2.008725 0.031 -0.059 0.035 0.25
H -1.440019 -1.835816 1.723539 -0.026 -0.054 0.066 0.33

(3)
24
Properties=species:S:1:pos:R:3:forces:R:3:mulliken_charge:R:1 method="wB97M-V/def2-TZVPD" lumo_ev=0.65 charge=0 homo_energy_ev=-9.73 spin_multiplicity=1 energy_ha=-609.18821 smiles="O=C(O)CNC(=O)[C@@H]1CCCN1"
O 0.019877 -2.067561 -4.533624 0.365 -0.130 -0.569 -0.53
C 0.151267 -1.404010 -3.558476 0.304 1.326 1.872 0.49
O 1.158154 -0.495372 -3.303084 -1.039 -0.864 -0.098 -0.41
C -0.874940 -1.437489 -2.408850 -0.324 -1.075 0.103 -0.63
N -0.725909 -0.611591 -1.236380 -0.284 1.623 -0.766 -0.18
C 0.109848 -0.926311 -0.221730 0.964 1.108 0.730 0.10
O 0.653029 -1.992369 -0.048578 -0.127 -0.556 -0.192 -0.66
C 0.442356 0.281298 0.707630 -1.305 -1.029 -0.193 0.56
C 0.742584 -0.112926 2.155210 -0.347 0.967 0.560 -0.62
C 0.115840 1.099010 2.942481 -0.514 -0.964 0.960 -0.50
C -0.313574 2.122465 1.919311 -0.487 -0.937 -1.123 -0.76
N -0.655625 1.284220 0.719950 1.046 0.441 0.509 -0.59
H 1.762156 -0.508609 -4.046495 0.325 -0.052 -0.455 0.34
H -0.889872 -2.485049 -2.027749 -0.041 0.589 -0.564 0.32
H -1.826540 -1.243036 -2.929237 0.176 -0.085 0.479 0.39
H -0.958881 0.402678 -1.264835 0.213 -1.202 -0.151 0.34
H 1.330275 0.734101 0.321172 0.489 0.499 -0.651 0.22
H 0.233308 -1.057042 2.406597 0.574 0.302 0.052 0.29
H 1.822784 -0.119503 2.373487 -0.483 -0.549 -0.240 0.29
H -0.811795 0.749743 3.428534 0.370 0.036 0.033 0.22
H 0.766539 1.453364 3.745493 -0.025 0.131 -0.192 0.37
H -1.193163 2.691371 2.140697 -0.546 0.239 0.577 0.37
H 0.427768 2.843417 1.682989 1.006 0.486 -0.455 0.32
H -1.485487 0.799200 1.035487 -0.311 -0.303 -0.227 0.28

(4)
25
Properties=species:S:1:pos:R:3:forces:R:3:mulliken_charge:R:1 method="wB97M-V/def2-TZVPD" lumo_ev=-3.53 charge=+1 homo_energy_ev=-15.11 spin_multiplicity=1 energy_ha=-663.70538
C -1.924391 -1.216259 1.219726 0.422 0.258 -0.253 0.29
C 0.441183 -1.024598 1.228808 -0.077 1.056 -2.230 0.42
C 0.236087 -1.135000 -1.498700 -0.271 0.168 0.251 0.37
C -1.704644 -0.561708 -0.121570 -1.041 -0.186 -0.430 -0.50
C 1.462655 1.474925 -0.818591 -0.138 0.027 -0.175 -1.64
C -0.246008 1.817576 0.958893 -0.088 -0.067 -0.146 -1.40
C 0.035491 1.162868 -0.390118 0.250 0.788 0.054 0.32
N -0.645747 -1.413467 1.831640 -0.560 -0.534 0.928 0.01
N 1.540888 -1.358708 -1.477360 0.557 -0.271 -0.098 -0.22
N -0.283209 -0.306371 -0.323213 0.873 -1.234 1.603 0.30
O -2.931375 -1.542335 1.740454 -0.133 -0.001 0.003 -0.46
O 1.601003 -0.993838 1.322552 0.141 -0.097 0.446 -0.39
O -0.559497 -1.523864 -2.294801 -0.173 -0.098 -0.391 -0.55
H -2.069170 -1.241163 -0.907456 0.108 0.196 0.246 0.43
H -2.314175 0.343329 -0.187699 0.185 -0.073 0.043 0.35
H 1.698248 1.079974 -1.801883 0.052 0.049 -0.020 0.44
H 1.557658 2.556622 -0.880111 -0.040 0.058 0.048 0.45
H 2.189734 1.128011 -0.089439 0.099 -0.051 0.059 0.33
H 0.498208 1.522685 1.697037 0.079 -0.009 0.064 0.37
H -1.236512 1.595434 1.347629 -0.117 0.031 0.042 0.36
H -0.176566 2.896705 0.842134 -0.014 0.018 0.006 0.48
H -0.646324 1.566461 -1.148267 0.009 -0.146 0.077 0.46
H -0.611117 -1.873802 2.740713 0.100 0.082 -0.138 0.30
H 2.168312 -1.045697 -0.753853 -0.169 0.000 -0.035 0.19
H 1.919267 -1.907778 -2.236525 -0.054 0.037 0.045 0.29

(5)
25
Properties=species:S:1:pos:R:3:forces:R:3:mulliken_charge:R:1 method="wB97M-V/def2-TZVPD" lumo_ev="-0.40 / -0.40" charge=0 homo_energy_ev="-7.32 / -7.32" spin_multiplicity=1 energy_ha=-643.21502
C 3.507591 -0.824688 -0.072636 -2.088 -2.523 -0.217 0.83
C 0.404493 -0.372463 -0.079936 5.912 -1.737 0.152 0.04
C 3.348798 0.519105 0.086147 -1.717 3.029 1.071 0.01
C -1.077446 -1.622190 1.473007 -2.345 1.414 -1.391 -1.17
C -1.542434 -1.432575 -1.041698 -0.056 0.146 0.212 -1.21
C 0.139482 1.949500 -0.937223 -2.124 -5.175 -1.498 -0.94
C -0.964438 -0.747700 0.191098 -0.072 -0.936 -0.676 0.36
N 2.206124 1.254883 -0.106558 1.137 -0.503 -0.508 -0.93
N 0.966152 0.895276 -0.329220 0.632 0.290 0.522 0.86
N 4.468530 1.274793 0.547543 -0.334 -0.291 -0.826 -0.47
N 1.449723 -1.244248 -0.024928 0.826 -1.222 -0.561 -0.10
O 1.365351 -2.524680 0.090424 -0.533 2.102 0.023 -0.67
O 4.115180 -1.819717 -0.190195 -0.661 1.298 0.202 -0.40
H -0.277206 -2.288302 1.478895 1.455 -0.965 0.289 0.35
H -2.009521 -2.280185 1.327524 1.038 1.345 0.902 0.30
H -1.041356 -0.870015 2.269950 -0.445 -0.935 0.477 0.33
H -2.615469 -1.565905 -0.794655 0.348 0.281 -1.006 0.36
H -1.111049 -2.427123 -1.172933 0.120 0.166 -0.075 0.29
H -1.234349 -0.767566 -1.887357 -1.087 -0.866 0.163 0.31
H -0.478365 2.360209 -0.238359 -1.778 1.209 2.007 0.38
H 0.663775 2.679256 -1.406397 1.919 1.736 -1.419 0.37
H -0.553519 1.330439 -1.693024 1.465 1.799 1.345 0.25
H -1.404228 0.214903 0.215573 -1.440 0.840 0.821 0.41
H 4.353641 2.265789 0.767847 -0.038 -0.941 -0.081 0.22
H 5.195016 0.732143 0.989377 -0.132 0.439 0.072 0.20

Calculated ΔE to the lowest compared entry with this formula, charge and spin in order - 90.03 49.22 0.00 0.00 142.13 kcal/mol
Calculated max |F| in order - 0.0861 0.0785 0.0450 0.0480 0.1199 hartree/bohr